This record from OMol25 describes a molecular structure, C18H28NO5P2Zr at a distorted geometry. The level of theory is the ωB97M-V functional and the def2-TZVPD basis.

```
55
Properties=species:S:1:pos:R:3:nbo_charge:R:1
Zr 0.0679 -0.4373 0.0592 2.056
P -2.4452 -0.0307 -0.6506 0.792
C -2.1451 0.3601 -2.3534 -0.177
C -0.8573 0.8125 -2.7671 0.071
N 0.2719 0.5897 -1.9711 -0.609
C 1.5009 0.9321 -2.4396 0.328
C 1.6559 1.6464 -3.6183 -0.083
C 0.5406 1.9499 -4.3840 -0.135
C -0.7050 1.5138 -3.9865 -0.019
C 2.7603 0.5721 -1.6291 -0.785
P 2.5464 -0.9278 -0.6085 0.838
H -1.6123 1.6965 -4.5567 0.274
H 2.6845 1.9446 -3.8852 0.287
H 0.6616 2.5178 -5.3034 0.295
H 3.5732 0.3907 -2.3531 0.292
H 3.0327 1.4394 -0.9952 0.308
H -2.1445 -1.6961 -4.0593 0.442
H -2.9669 0.5757 -3.0460 0.272
H -0.7168 -3.8222 -2.8440 0.488
O -1.9345 -2.6337 -4.1984 -0.943
H -2.4701 -2.8969 -4.9762 0.512
H -0.3175 -2.1452 -0.2735 -0.387
O -0.3692 -4.2665 -2.0464 -0.921
H 0.4064 -3.7612 -1.7639 0.443
C 2.9790 -2.2702 -1.7197 -0.946
H 4.0163 -2.1907 -2.0735 0.287
H 2.8445 -3.2135 -1.1636 0.293
H 2.2977 -2.2914 -2.5871 0.265
C 3.8020 -0.8155 0.6695 -0.941
H 3.7149 -1.7339 1.2811 0.293
H 4.8209 -0.7359 0.2509 0.290
H 3.5985 0.0519 1.3270 0.274
C -3.1508 1.4129 0.1591 -0.908
H -4.1351 1.6196 -0.2769 0.286
H -3.2405 1.1949 1.2312 0.301
H -2.5003 2.2892 0.0319 0.280
C -3.5377 -1.4421 -0.5276 -0.930
H -3.7036 -1.5959 0.5476 0.296
H -4.4779 -1.2377 -1.0511 0.283
H -3.0196 -2.3156 -0.9447 0.304
O -0.6006 3.1111 3.3282 -0.612
C -0.3415 2.2149 4.2899 0.498
C -0.4503 2.6193 5.6250 -0.281
C -0.1992 1.7162 6.6387 -0.088
C 0.1525 0.3947 6.3444 -0.195
C 0.2614 -0.0240 5.0087 -0.091
C 0.0380 0.8776 3.9547 -0.338
C 0.1153 0.4994 2.5673 0.788
O 0.3457 -0.7309 2.1967 -0.755
O -0.0889 1.3430 1.5926 -0.813
H -0.4318 2.6013 2.4768 0.496
H -0.7228 3.6519 5.8420 0.265
H -0.2682 2.0249 7.6795 0.259
H 0.3428 -0.3026 7.1703 0.259
H 0.5213 -1.0464 4.7815 0.244
```

As for the energy above the lowest of the compared OMol25 structures with the same formula, charge and spin: 50.5 kcal per mole. The HOMO-LUMO gap (alpha / beta) comes out at 1.91 / 1.91 eV. Its net charge is +3. The spin multiplicity is 1. Its LUMO energy (alpha / beta) is -13.95 / -13.95 eV.

---

This record from OMol25 describes a gas-phase ion, C8H15N2 (charge +1) at a distorted geometry. The level of theory is the ωB97M-V functional and the def2-TZVPD basis.

```
25
Properties=species:S:1:pos:R:3:nbo_charge:R:1
C 1.2978 -0.9340 -0.1933 0.117
C -0.3837 0.5441 0.5955 0.695
C 2.3893 -1.6207 -0.4663 -0.410
C -0.0409 -1.2032 -0.8410 -0.419
C -0.9075 0.0136 -0.5585 -0.208
C -2.4450 -0.4907 -0.1259 -0.599
C -1.1227 1.1359 -1.6126 -0.572
C 2.0343 0.4490 1.6764 -0.418
N 1.0388 -0.2787 1.0256 -0.372
N -0.6395 1.5768 1.3259 -0.714
H 3.3491 -1.5441 0.0446 0.220
H 2.4919 -2.3030 -1.3400 0.232
H 0.1390 -1.3430 -1.8706 0.248
H -0.6257 -2.0819 -0.4700 0.248
H -2.5092 -0.9527 0.8551 0.233
H -2.8000 -1.2187 -0.8841 0.248
H -3.2896 0.2526 -0.2899 0.237
H -1.3131 0.6898 -2.6170 0.260
H -0.1041 1.6300 -1.8134 0.228
H -1.7976 1.8081 -1.2659 0.209
H 1.5721 0.9205 2.5378 0.190
H 2.7591 -0.2468 2.0228 0.249
H 2.4246 1.2319 0.9557 0.203
H -1.3792 2.2585 1.0653 0.447
H -0.1382 1.7068 2.2438 0.449
```

Its SMILES is C=C1CC(C)(C)C(=[NH2+])N1C. As for the energy above the lowest of the compared OMol25 structures with the same formula, charge and spin: 57.8 kcal per mole. The HOMO-LUMO gap comes out at 8.36 eV. Its net charge is +1. The spin multiplicity is 1. Its LUMO energy is -4.10 eV.

---

This record from OMol25 describes 12 unconnected molecules or ions with the total composition C23H72N12O17 at a distorted geometry. The level of theory is the ωB97M-V functional and the def2-TZVPD basis.

```
124
Properties=species:S:1:pos:R:3:mulliken_charge:R:1
C -2.7693 -19.7911 -7.0290 -1.418
C -2.8640 -18.4826 -6.2118 0.314
C -4.1923 -18.2560 -5.4979 -0.115
O -5.2021 -18.3758 -6.4699 -0.377
C -6.4741 -18.6984 -5.9470 -0.305
N -1.6796 -18.3095 -5.3755 -0.531
H -2.2910 -19.6726 -8.0010 0.311
H -3.7466 -20.2150 -7.2593 0.325
H -2.1957 -20.5073 -6.4316 0.377
H -2.8756 -17.8013 -7.0744 0.128
H -4.1649 -17.2227 -5.1222 -0.194
H -4.3114 -18.8706 -4.5964 0.381
H -6.4318 -19.7811 -5.7661 0.530
H -7.1840 -18.5307 -6.7583 0.373
H -6.7869 -18.1536 -5.0554 -0.360
H -1.3295 -17.3666 -5.5631 0.235
H -0.8765 -18.7625 -5.8177 0.320
C -10.0673 -17.1133 0.6590 -1.501
C -9.9365 -17.5910 -0.7728 2.982
C -8.8744 -18.6299 -1.0387 0.081
O -8.7117 -18.6294 -2.4499 -0.241
C -8.1773 -19.8410 -2.9155 -0.880
N -11.2862 -17.9228 -1.3119 -0.837
H -9.1518 -16.7481 1.1419 0.018
H -10.4020 -17.8282 1.4259 0.463
H -10.7998 -16.3251 0.8581 0.485
H -9.6366 -16.7448 -1.3934 -1.787
H -9.1791 -19.6268 -0.6876 0.656
H -7.9588 -18.4661 -0.4575 -0.923
H -7.9987 -19.8869 -3.9909 0.217
H -8.7173 -20.7602 -2.6724 0.382
H -7.1420 -19.8882 -2.5407 0.335
H -11.9765 -17.3692 -0.8042 0.330
H -11.5294 -18.8079 -0.8503 0.332
C -3.5190 -14.3090 -0.4454 0.284
C -2.9684 -15.5465 -1.1507 0.066
O -1.6500 -15.7826 -0.6737 -0.597
O -3.0145 -13.1533 -1.1488 -0.641
H -3.2646 -14.3639 0.6128 0.632
H -4.6088 -14.2796 -0.5492 -0.432
H -2.9964 -15.3001 -2.2153 0.373
H -3.5904 -16.4283 -0.9749 -0.399
H -1.0420 -15.7775 -1.4169 0.375
H -2.3815 -12.7965 -0.5166 0.316
C -8.6955 -15.7279 -5.5063 0.524
C -7.4004 -15.2509 -6.1578 -0.399
O -6.3349 -15.5014 -5.3048 -0.202
O -9.8407 -15.5582 -6.3220 -0.619
H -8.8399 -15.2734 -4.5263 -0.511
H -8.5213 -16.7969 -5.3382 0.429
H -7.5159 -14.1647 -6.2890 0.243
H -7.3184 -15.6516 -7.1736 0.193
H -5.5303 -14.9684 -5.2821 0.105
H -10.1399 -16.3985 -6.6713 0.390
C -6.4609 -19.3611 2.4784 -0.479
C -5.7650 -19.6281 1.1654 -0.631
O -5.5355 -18.4834 0.3834 0.175
O -7.8685 -19.1640 2.2908 -0.558
H -6.1026 -18.4186 2.9131 0.177
H -6.3216 -20.1794 3.1808 0.407
H -6.4118 -20.3836 0.7090 0.287
H -4.8198 -20.1501 1.3588 0.457
H -5.1717 -17.7872 0.9494 0.010
H -7.9306 -18.3996 1.7076 0.199
C -1.8620 -20.1889 -2.3341 -0.788
C -2.6881 -19.0473 -1.7802 0.602
O -4.0111 -19.6044 -1.6546 -0.586
O -0.6887 -19.7985 -3.0432 -0.615
H -2.4108 -20.9411 -2.9109 0.240
H -1.5533 -20.8424 -1.5073 0.411
H -2.8140 -18.2365 -2.5126 -0.205
H -2.3670 -18.5561 -0.8586 0.370
H -4.5536 -18.9098 -1.2503 0.116
H -1.0811 -19.3031 -3.7830 0.415
C -7.6419 -11.2811 -0.7086 -0.134
C -6.2405 -10.8006 -0.5367 -0.088
O -5.9894 -9.4037 -0.7610 -0.596
O -8.1271 -11.3809 -2.0315 -0.652
H -8.3644 -10.6490 -0.1702 0.440
H -7.7251 -12.1877 -0.0932 -0.096
H -5.5721 -11.4628 -1.0940 -0.133
H -5.9301 -10.9125 0.5051 0.349
H -5.8980 -9.3097 -1.7150 0.357
H -8.9594 -11.9000 -1.9886 0.304
C -10.9488 -13.2952 -2.3644 0.454
O -10.5135 -12.4784 -1.5537 -0.794
N -12.0590 -13.1025 -3.1269 -0.365
N -10.3921 -14.5288 -2.5029 0.076
H -12.5350 -12.2215 -3.0600 0.265
H -12.4575 -13.8768 -3.6222 0.177
H -9.8111 -14.8819 -1.7532 -0.226
H -10.8032 -15.3049 -2.9990 0.266
C -7.0694 -15.0136 -1.8001 -0.132
O -7.7545 -14.8893 -0.7743 -0.868
N -6.7454 -13.9791 -2.6072 2.440
N -6.4732 -16.1940 -2.1002 1.381
H -7.1414 -13.0471 -2.5636 -0.503
H -5.9881 -14.0976 -3.2613 -0.715
H -6.6102 -17.0103 -1.5314 -0.823
H -6.0215 -16.2868 -2.9970 -0.375
C -5.5142 -14.8584 2.3607 0.544
O -5.0951 -15.9862 2.1471 -0.593
N -4.8903 -13.9278 3.1614 -0.449
N -6.6554 -14.3741 1.7869 -0.189
H -4.2095 -14.2618 3.8200 0.289
H -5.4660 -13.1420 3.4028 0.164
H -7.1767 -14.9373 1.1285 -0.147
H -6.8379 -13.3890 1.7233 0.208
C -9.3140 -10.9788 -5.6843 0.370
O -9.5229 -10.5785 -6.8260 -0.717
N -9.0351 -10.1132 -4.6574 -0.268
N -9.1069 -12.2943 -5.3971 0.097
H -8.5627 -10.4848 -3.8482 0.246
H -9.0476 -9.1291 -4.8439 0.231
H -9.5837 -12.9220 -6.0265 0.237
H -9.0342 -12.5131 -4.4162 -0.181
C -4.6845 -12.4039 -4.5999 0.624
O -4.4501 -13.5799 -4.9028 -0.723
N -5.2696 -11.5007 -5.4346 -0.426
N -4.5220 -11.9313 -3.3487 -0.170
H -5.7878 -10.7284 -5.0636 0.154
H -5.4182 -11.8688 -6.3591 0.242
H -4.1674 -12.4966 -2.5911 0.099
H -4.6639 -10.9456 -3.2325 0.108
```

Its SMILES is COC[C@H](C)N.COC[C@H](C)N.NC(N)=O.NC(N)=O.NC(N)=O.NC(N)=O.NC(N)=O.OCCO.OCCO.OCCO.OCCO.OCCO. As for the energy above the lowest of the compared OMol25 structures with the same formula, charge and spin: 25.2 kcal per mole. The HOMO-LUMO gap comes out at 9.75 eV. Its net charge is 0. The spin multiplicity is 1. Its LUMO energy is 0.20 eV.

---

This record from OMol25 describes C3H7N5 in the gas phase at a distorted geometry. The level of theory is the ωB97M-V functional and the def2-TZVPD basis.

```
15
Properties=species:S:1:pos:R:3:nbo_charge:R:1
C -0.9110 0.4447 -1.0480 0.606
C -1.8197 -1.1937 0.5185 -0.405
C 2.5794 0.6238 0.5300 -0.427
N 0.4700 -0.4494 0.5577 -0.205
N 0.9648 1.2105 -0.9892 -0.283
N -1.7957 0.9062 -1.7555 -0.752
N -0.7554 -0.3722 -0.0018 -0.309
N 1.2653 0.5020 0.0283 0.050
H -1.7525 -2.2664 0.1834 0.209
H -1.6677 -1.1746 1.6216 0.227
H -2.7925 -0.7534 0.2166 0.218
H 2.8572 -0.3533 0.7849 0.226
H 2.7995 1.2041 1.4505 0.227
H 3.2680 0.9841 -0.2156 0.234
H -2.7097 0.6875 -1.8812 0.384
```

As for the energy above the lowest of the compared OMol25 structures with the same formula, charge and spin: 123.5 kcal per mole. The HOMO-LUMO gap (alpha / beta) comes out at 8.52 / 8.51 eV. Its net charge is 0. The spin multiplicity is 1. Its LUMO energy (alpha / beta) is 0.90 / 0.90 eV.

---

This record from OMol25 describes C4H6O3S in the gas phase at a distorted geometry. The level of theory is the ωB97M-V functional and the def2-TZVPD basis.

```
14
Properties=species:S:1:pos:R:3:nbo_charge:R:1
C -2.0459 0.0722 -0.1412 -0.362
C -0.8747 1.2457 -0.0842 0.790
C -1.6662 -1.3292 -0.0557 -0.693
C 1.4635 1.4241 0.1026 -0.277
O -0.9991 2.4251 -0.2249 -0.586
O -4.4661 -0.6113 0.1435 -0.910
O 0.2720 0.6112 0.0303 -0.503
S -3.6288 0.5881 0.0526 1.190
H -1.0458 -1.4297 0.8924 0.244
H -2.6176 -1.8245 0.0847 0.258
H -1.1073 -1.7037 -0.8958 0.243
H 2.2894 1.0053 -0.4042 0.200
H 1.9303 1.4863 1.0745 0.189
H 1.2609 2.4173 -0.0779 0.215
```

As for the energy above the lowest of the compared OMol25 structures with the same formula, charge and spin: 45.4 kcal per mole. The HOMO-LUMO gap comes out at 8.79 eV. Its net charge is 0. The spin multiplicity is 1. Its LUMO energy is -0.60 eV.

---

This record from OMol25 describes 2 unconnected molecules or ions with the total composition CH7NS2 at a distorted geometry. The level of theory is the ωB97M-V functional and the def2-TZVPD basis.

```
11
Properties=species:S:1:pos:R:3:nbo_charge:R:1
S 1.9751 1.5354 -0.2602 -0.131
S 1.2203 3.4288 0.0571 -0.124
H 1.5767 1.0462 0.9615 0.132
H 0.0964 3.2259 -0.6727 0.129
C -0.5551 -1.7596 0.2934 -0.425
N -0.7877 -0.8058 -0.8207 -0.826
H -1.1600 -1.5460 1.1733 0.169
H 0.4638 -1.7986 0.6882 0.187
H -0.7342 -2.7646 -0.0896 0.192
H -1.7910 -0.6144 -0.7731 0.347
H -0.3043 0.0527 -0.5571 0.350
```

Its SMILES is CN.SS. As for the energy above the lowest of the compared OMol25 structures with the same formula, charge and spin: 14.8 kcal per mole. The HOMO-LUMO gap comes out at 9.83 eV. Its net charge is 0. The spin multiplicity is 1. Its LUMO energy is 0.31 eV.

---

This record from OMol25 describes a gas-phase ion, C9H11N4 (charge +1) at a distorted geometry. The level of theory is the ωB97M-V functional and the def2-TZVPD basis.

```
24
Properties=species:S:1:pos:R:3:nbo_charge:R:1
C -2.4653 1.4942 0.5927 -0.272
C -3.0418 0.4924 1.2476 0.034
C -1.2389 -0.0938 -0.7065 0.336
C -1.6212 1.2289 -0.5637 -0.189
C -2.2169 -1.1357 -0.1769 0.387
C 0.9301 -0.2111 -1.6972 0.332
C -1.1849 2.1008 -1.4368 -0.135
C 1.9216 0.3804 0.4772 0.302
C 1.9213 -0.7683 1.3635 -0.696
N -2.9658 -0.7519 0.7525 -0.454
N -0.3568 -0.5353 -1.5510 -0.435
N -2.2775 -2.4266 -0.5822 -0.776
N 1.6984 0.3218 -0.7995 -0.402
H -2.4630 2.5010 0.9454 0.231
H -3.5464 0.5767 2.1705 0.222
H 1.3781 -0.0888 -2.7055 0.239
H -0.3660 1.8316 -2.1197 0.205
H -1.4867 3.1462 -1.3769 0.231
H 2.2975 1.2864 0.8796 0.216
H 1.6783 -1.6404 0.7588 0.241
H 0.9996 -0.5630 1.8861 0.267
H 2.7309 -0.9303 2.0273 0.276
H -1.8499 -2.7064 -1.4294 0.405
H -3.2696 -2.8452 -0.3668 0.435
```

Its SMILES is C=C1C=CN=C(N)C1=[N+]=C/N=C\C. As for the energy above the lowest of the compared OMol25 structures with the same formula, charge and spin: 87.1 kcal per mole. The HOMO-LUMO gap comes out at 6.42 eV. Its net charge is +1. The spin multiplicity is 1. Its LUMO energy is -5.52 eV.

---

This record from OMol25 describes 3 unconnected molecules or ions with the total composition C4H15N4 at a distorted geometry. The level of theory is the ωB97M-V functional and the def2-TZVPD basis.

```
23
Properties=species:S:1:pos:R:3:lowdin_spin:R:1
C 1.5708 1.1861 -1.4839 0.026
C 0.4460 0.9214 -0.5403 0.173
C -0.0222 -0.0617 1.5994 0.537
C -2.3335 0.2833 -0.3146 0.514
N 2.7894 -1.7022 0.2369 0.001
N -2.9332 1.0087 0.6330 0.092
N -2.7637 -0.9254 -0.4091 0.079
N 0.6938 0.0412 0.5442 0.346
H 2.1876 1.8778 -0.9747 0.010
H 2.2499 0.2501 -1.6691 0.000
H 1.1526 1.6451 -2.3450 0.002
H -0.5408 0.4728 -0.8461 0.068
H 0.1192 1.8573 -0.0643 0.013
H -0.8539 0.5870 1.8551 0.052
H 0.0840 -1.0147 2.2115 0.038
H 2.1769 -2.0539 -0.5347 0.001
H 3.6065 -1.2293 -0.2327 0.000
H -3.9560 0.8058 0.9788 0.017
H -2.4550 1.8795 0.7416 0.008
H -3.5674 -1.2280 0.1207 0.015
H -2.2498 -1.5887 -0.9847 0.007
H 3.0111 -2.3244 0.9849 0.000
H 1.5877 -0.6877 0.4935 0.003
```

The HOMO-LUMO gap (alpha / beta) comes out at 5.32 / 6.32 eV. Its net charge is +1. The spin multiplicity is 3. Its LUMO energy (alpha / beta) is -3.16 / -6.84 eV.

---

This record from OMol25 describes a molecular structure, C22H14GaN4O4. The level of theory is the ωB97M-V functional and the def2-TZVPD basis.

```
45
Properties=species:S:1:pos:R:3:nbo_charge:R:1
Ga 0.1467 0.3112 0.6439 1.884
C 0.3688 1.0871 -3.6616 -0.219
C -0.5814 2.0806 -3.8259 -0.118
C -1.2990 2.5237 -2.7236 -0.197
C -1.0332 1.9645 -1.4860 0.182
N -0.0951 1.0191 -1.3355 -0.510
C 0.5814 0.5804 -2.3911 0.104
C -1.7751 2.2944 -0.2470 0.222
C -2.7135 3.3049 -0.1109 -0.199
C -3.3523 3.4510 1.1119 -0.109
C -3.0435 2.6054 2.1669 -0.199
C -2.0781 1.6304 1.9680 0.195
N -1.4886 1.4999 0.7823 -0.529
C -1.5949 0.6726 2.9896 0.255
C -2.1914 0.4957 4.2264 -0.216
C -1.6651 -0.4495 5.0939 -0.120
C -0.5638 -1.1911 4.7004 -0.217
C -0.0257 -0.9602 3.4467 0.094
N -0.5289 -0.0506 2.6191 -0.532
H 0.9346 0.7046 -4.4985 0.249
H -0.7712 2.5044 -4.8023 0.244
H -2.0596 3.2824 -2.8363 0.235
H 1.3132 -0.1961 -2.2065 0.219
H -2.9353 3.9794 -0.9243 0.241
H -4.0891 4.2315 1.2426 0.246
H -3.5347 2.7206 3.1213 0.240
H -3.0577 1.0768 4.5062 0.234
H -2.1156 -0.6099 6.0638 0.244
H -0.1269 -1.9366 5.3485 0.248
H 0.8327 -1.5156 3.0902 0.219
O 0.3896 -3.5243 -0.4381 -0.563
C 0.5482 -2.3880 -0.0678 0.748
O -0.3803 -1.4780 0.0925 -0.829
C 1.9475 -1.8719 0.2831 0.113
C 3.1552 -2.5418 0.2583 -0.195
C 4.2982 -1.8233 0.6094 -0.131
C 4.2261 -0.4770 0.9642 -0.192
C 2.9802 0.1219 0.9620 0.127
N 1.9175 -0.5947 0.6329 -0.584
C 2.5974 1.5711 1.2876 0.755
O 3.4390 2.3661 1.6217 -0.564
O 1.3118 1.7856 1.1755 -0.834
H 3.1977 -3.5831 -0.0274 0.260
H 5.2613 -2.3164 0.6026 0.240
H 5.1052 0.0922 1.2306 0.260
```

The HOMO-LUMO gap comes out at 8.38 eV. Its net charge is +1. The spin multiplicity is 1. Its LUMO energy is -4.06 eV.